A cluster of 2 separate species, C6H8N4O2 in total at a distorted geometry. Source: the OMol25 dataset; level of theory: ωB97M-V with the def2-TZVPD basis set.

Structure (XYZ):
```
20
Properties=species:S:1:pos:R:3:forces:R:3:mulliken_charge:R:1
H -2.694057 0.401476 1.845985 -0.89 -0.09 1.39 0.361
H 0.822067 -1.295622 -1.689637 0.56 3.13 0.17 0.193
C -2.490972 0.747874 -0.109736 0.46 -0.23 -2.23 -0.503
C -0.365697 0.316128 -0.759303 -0.67 -0.14 -3.66 0.493
N 1.465114 0.341887 0.650750 -0.01 0.93 0.22 -0.891
O 2.060228 -1.190584 2.547668 0.02 -0.85 0.44 -0.386
H -2.375933 1.761558 0.176178 -0.28 1.49 -0.02 0.319
C 0.099085 0.300360 0.599656 0.56 -0.34 0.42 0.643
C 0.847026 -0.069829 -1.656267 -2.06 -2.43 0.91 -0.414
H 2.211691 1.310788 -0.973506 0.07 2.10 -0.21 0.310
N 1.907817 0.417632 -0.702432 0.29 -1.84 -1.87 0.132
C 2.308233 -1.395704 1.433306 -0.34 1.30 1.91 0.802
H 2.749217 -0.142316 -0.902736 -0.26 -0.43 1.04 0.337
O 2.730256 -1.760199 0.419084 1.06 -1.66 -1.76 -0.528
C -2.102675 -0.011447 1.080123 0.06 -3.62 1.03 -0.569
H -2.287184 -1.165779 0.996930 -0.26 1.93 0.05 0.262
H -3.458097 0.572158 -0.607076 0.00 0.00 1.09 0.339
H 0.831813 0.312146 -2.692370 0.34 0.13 0.77 0.368
N -1.545842 0.501406 -1.201589 1.62 -0.21 0.17 -0.668
N -0.712092 0.048067 1.544971 -0.27 0.83 0.16 -0.602
```
Positions in Å, forces in eV/Å.

Results
Kohn-Sham gap, Eh: 0.3112
Energy above the lowest of the compared OMol25 structures with the same formula, charge and spin, eV: 3.901
LUMO level, Ha: 0.007